Density functional theory data (ωB97M-V with the def2-TZVPD basis set) for one molecule with the formula C3H8O2 at a distorted geometry.

Structure (XYZ):
```
13
Properties=species:S:1:pos:R:3:forces:R:3
C -1.112131 1.158723 -1.081974 -2.98 -2.03 -2.57
O 0.201076 0.575148 -1.573405 -3.66 1.44 2.40
C 0.729372 0.301703 -0.340480 4.51 -3.70 -1.47
O 0.339978 -1.031591 0.037329 -1.87 0.70 -1.60
C 0.485726 -1.423435 1.391078 0.51 -0.31 -1.60
H -1.957316 0.393772 -0.557114 3.19 1.53 -0.48
H -0.854820 2.049228 -0.432376 -0.92 -0.83 -1.22
H -1.790393 1.206549 -2.046595 1.73 1.27 1.66
H 0.573755 1.051623 0.390223 -0.47 0.62 1.12
H 1.851501 0.213260 -0.558195 -1.00 0.37 0.65
H -0.308877 -2.232017 1.672144 1.63 1.48 -0.55
H 0.284749 -0.448602 1.859451 0.64 -0.82 1.43
H 1.557380 -1.814360 1.239914 -1.31 0.29 2.24
```
Positions in Å, forces in eV/Å.

**Gap between HOMO and LUMO**: 10.51 eV
**LUMO**: 1.0 eV
**Energy**: -269.45433 hartree
**Energy above the lowest of the compared OMol25 structures with the same formula, charge and spin**: 369.04 kJ/mol
**Structure (SMILES)**: COCOC

natural (NBO) population analysis, charges in e, atoms 1 to 6:
1 C -0.3334
2 O -0.5054
3 C 0.2246
4 O -0.5806
5 C -0.2707
6 H 0.1995